Formula: C18H25BF16NO5
Source: the OMol25 dataset
Level of theory: ωB97M-V/def2-TZVPD

Its total charge is +1. Its HOMO-LUMO gap is 10.2418 eV. Its LUMO energy is -0.1332 hartree. The value obtained for the molecular weight is 650.2 g/mol. For the HOMO energy, the calculation gives -13.87 eV.

Element x y z (Å)
H  -0.64  -0.55  -0.90
H  2.48  -0.07  -2.48
O  -0.36  2.54  0.10
C  -6.92  2.24  -4.48
F  -4.07  0.76  -0.36
H  4.99  2.81  -0.76
C  -3.64  1.71  -2.46
F  0.41  -4.61  3.15
F  -5.83  1.87  -6.46
F  -2.23  -3.72  5.26
C  2.52  0.43  -1.50
F  -1.72  -5.07  3.02
H  1.89  -0.47  3.23
H  3.09  2.81  0.74
H  0.33  -0.87  -2.33
F  2.36  -3.39  4.71
H  -0.73  -2.43  6.38
O  1.03  1.05  1.29
F  2.91  -1.40  5.38
H  6.77  1.52  -0.27
H  -3.38  -0.36  -1.87
H  3.45  -1.46  0.91
H  3.29  2.28  -2.12
H  3.48  1.16  1.30
C  3.71  1.39  -1.64
H  -4.38  3.27  -4.50
C  -4.31  2.21  -4.76
C  -1.08  -3.45  4.58
C  -5.68  1.62  -5.13
F  3.32  -1.80  2.73
H  -7.00  3.31  -4.70
C  -0.10  -2.91  5.63
H  4.36  0.93  -2.39
H  -3.72  2.13  -5.67
F  -2.36  1.99  -2.02
H  1.16  -2.19  0.07
F  -8.02  1.61  -4.96
F  1.19  -2.16  2.43
H  0.45  -3.71  6.13
H  0.75  1.58  -2.10
C  0.37  -0.50  -1.30
C  5.85  0.93  -0.27
C  4.61  1.83  -0.46
C  2.00  -2.10  4.67
H  5.92  0.15  -1.03
F  -5.68  0.29  -4.94
B  0.58  1.54  0.10
C  1.37  -1.29  -0.51
F  -5.31  0.09  -2.05
F  -6.88  2.06  -3.14
H  0.85  1.68  2.00
H  -0.59  -5.58  4.59
F  -1.35  -2.50  3.66
H  -1.15  2.32  -0.42
O  0.77  -1.87  5.20
H  4.59  2.50  1.57
C  1.06  0.92  -1.30
C  2.07  -1.54  3.25
O  3.66  -1.19  0.00
F  -4.38  2.77  -2.15
H  5.80  0.40  0.69
C  -0.72  -4.76  3.87
C  -4.08  0.46  -1.68
O  -3.56  1.48  -3.79
N  2.52  -0.74  -0.57
C  3.89  2.07  0.86